174
Properties=species:S:1:pos:R:3:mulliken_charge:R:1 method="wB97M-V/def2-TZVPD" homo_ha="0.063 / -0.086" spin_multiplicity=2 e_lumo_ev="3.131 / 3.085" mol_weight_g_mol=1236.04 charge=-2
C 0.408 0.372 2.552 -0.31
C -0.583 0.837 1.576 1.15
N -0.347 0.183 0.336 1.33
C -0.803 -1.039 -0.040 -0.81
C -0.405 -1.262 -1.403 -1.79
N 0.276 -0.091 -1.809 1.84
C 0.317 0.759 -0.703 -2.01
C 0.665 0.235 -3.161 -1.12
H 1.440 0.621 2.304 0.38
H 0.281 -0.691 2.758 -0.18
H 0.340 0.857 3.525 -0.07
H -0.554 1.926 1.566 -0.81
H -1.634 0.653 1.800 -0.41
H -1.374 -1.675 0.620 0.45
H -0.742 -2.002 -2.113 0.82
H 0.726 1.758 -0.711 1.13
H 0.684 1.324 -3.206 0.07
H -0.084 -0.034 -3.905 0.03
H 1.632 -0.220 -3.377 0.32
C -2.984 2.103 -0.361 -0.42
C -3.706 1.015 -0.668 0.30
C -3.817 0.505 -2.097 0.33
O -4.418 -0.625 -2.409 -0.96
C -3.261 1.139 -3.149 -0.33
C -2.534 2.405 -2.955 0.11
C -2.329 2.857 -1.419 0.88
O -1.576 3.850 -1.224 -1.01
O -2.184 3.078 -3.927 -0.73
O -4.289 0.523 0.362 -0.98
H -2.956 2.543 0.625 0.26
H -3.362 0.730 -4.143 0.59
C 0.036 -5.838 0.994 -0.73
C -0.488 -6.554 -0.243 -0.95
C -0.362 -5.448 -1.252 -0.08
O -0.574 -4.234 -0.503 0.16
C -0.843 -4.585 0.884 0.53
H 1.112 -5.678 0.925 0.52
H -0.227 -6.428 1.872 0.16
H -1.541 -6.834 -0.257 0.35
H 0.157 -7.422 -0.383 0.47
H -1.050 -5.629 -2.078 0.04
H 0.678 -5.434 -1.578 0.08
H -1.923 -4.702 0.973 -0.05
H -0.532 -3.800 1.573 -0.33
C -4.551 -2.858 2.303 -0.74
C -4.832 -3.055 0.787 0.10
O -5.788 -2.098 0.410 -0.66
O -3.617 -1.767 2.446 0.19
H -4.231 -3.851 2.620 0.20
H -5.450 -2.562 2.842 0.28
H -5.183 -4.054 0.526 0.47
H -3.905 -3.031 0.215 -0.19
H -5.349 -1.270 0.201 0.36
H -4.055 -0.956 2.178 -0.07
C 2.497 5.300 -2.667 -0.79
C 2.721 3.974 -3.307 0.03
O 1.625 3.575 -4.087 -0.44
O 1.497 5.185 -1.679 -0.39
H 2.306 6.084 -3.399 0.44
H 3.456 5.510 -2.193 0.25
H 3.052 3.184 -2.632 0.12
H 3.511 4.189 -4.028 0.31
H 1.846 2.807 -4.618 0.13
H 1.620 4.400 -1.140 0.11
C -2.862 -3.502 -4.201 -0.45
C -3.336 -4.028 -2.814 -0.50
O -4.635 -3.590 -2.626 -0.63
O -2.419 -2.135 -4.073 0.29
H -3.655 -3.541 -4.948 0.20
H -2.086 -4.169 -4.576 0.34
H -2.657 -3.729 -2.015 0.15
H -3.303 -5.118 -2.792 0.49
H -4.566 -2.667 -2.372 0.43
H -3.058 -1.667 -3.530 -0.28
C -0.171 1.322 6.882 0.22
C -0.479 2.824 6.532 -0.83
O 0.105 3.264 5.326 -0.28
O 1.193 1.147 7.314 -0.64
H -0.355 0.690 6.013 -0.48
H -0.938 0.988 7.581 0.34
H -0.244 3.528 7.330 0.49
H -1.530 2.897 6.251 0.40
H -0.082 4.206 5.339 0.15
H 1.570 0.563 6.651 0.69
C -1.897 4.961 1.924 -0.03
C -0.418 5.247 1.663 -0.56
O 0.064 4.262 0.784 0.23
O -2.729 5.241 0.831 -0.65
H -2.197 5.611 2.746 0.44
H -1.954 3.918 2.233 -0.19
H 0.142 5.141 2.593 0.17
H -0.233 6.242 1.257 0.26
H -0.431 4.344 -0.034 0.17
H -2.583 4.494 0.246 0.05
C 4.336 -0.905 4.572 -0.81
C 2.922 -1.443 4.712 -0.16
O 2.071 -0.693 5.626 -0.61
O 4.360 0.321 3.876 -0.37
H 4.883 -1.651 3.996 0.39
H 4.779 -0.915 5.568 0.27
H 2.824 -2.477 5.043 0.50
H 2.396 -1.460 3.758 -0.04
H 1.213 -1.118 5.558 0.36
H 3.655 0.814 4.301 0.11
C -1.267 -2.600 4.750 0.49
C -1.604 -4.089 4.882 -0.86
O -0.801 -5.000 4.155 -0.38
O -0.022 -2.383 5.397 -0.41
H -1.971 -1.862 5.135 0.24
H -1.088 -2.299 3.718 -0.52
H -2.639 -4.349 4.659 0.37
H -1.608 -4.370 5.935 0.51
H -1.050 -5.922 4.252 0.23
H -0.045 -2.733 6.291 0.16
C -2.723 -1.636 -8.147 -0.76
C -1.291 -1.297 -7.586 -0.29
O -1.443 -0.663 -6.329 0.00
O -3.357 -2.664 -7.415 -0.45
H -2.628 -1.922 -9.195 0.40
H -3.397 -0.780 -8.176 0.35
H -0.834 -0.616 -8.304 0.29
H -0.622 -2.157 -7.551 0.35
H -1.730 -1.364 -5.739 0.01
H -4.260 -2.764 -7.726 0.28
C 1.140 -3.458 -5.135 0.14
C 1.126 -5.034 -5.094 -0.72
O 2.433 -5.558 -4.940 -0.06
O 1.454 -2.871 -3.890 0.01
H 0.176 -3.117 -5.515 -0.33
H 1.847 -3.113 -5.889 0.18
H 0.750 -5.406 -6.047 0.26
H 0.483 -5.429 -4.307 -0.06
H 2.770 -5.449 -4.047 0.25
H 2.296 -3.215 -3.582 0.04
C 3.395 3.676 1.517 -0.02
C 3.510 5.044 2.156 -0.52
O 4.665 5.768 1.707 -0.59
O 3.369 3.701 0.063 -0.34
H 2.452 3.231 1.835 -0.35
H 4.144 2.958 1.850 0.63
H 3.497 5.025 3.246 0.31
H 2.630 5.625 1.882 0.36
H 4.548 6.604 2.164 0.33
H 4.261 3.774 -0.285 0.25
C 2.811 1.648 -6.845 -0.85
C 1.450 1.362 -7.588 -0.09
O 0.612 2.457 -7.360 -0.46
O 2.724 1.498 -5.454 0.11
H 3.145 2.649 -7.118 0.34
H 3.618 1.012 -7.208 0.44
H 0.993 0.420 -7.285 -0.23
H 1.791 1.249 -8.617 0.40
H 0.883 3.149 -7.967 0.29
H 3.620 1.370 -5.136 0.07
C 4.652 2.537 6.303 -0.39
C 3.646 3.029 5.251 -0.18
O 2.611 2.069 4.969 1.03
O 3.979 2.436 7.548 -0.67
H 5.438 3.293 6.315 0.43
H 5.103 1.593 5.998 0.04
H 4.198 3.238 4.335 -0.02
H 3.212 3.979 5.564 0.37
H 1.749 2.484 5.043 -0.49
H 3.186 1.910 7.416 0.37
C 4.878 0.309 -0.243 0.54
Cl 3.758 0.144 -1.631 -0.01
Cl 4.686 -1.056 0.861 0.01
H 5.886 0.268 -0.655 0.30
H 4.671 1.227 0.307 -0.65
C -4.478 1.604 3.788 -0.25
Cl -4.648 3.360 3.845 -0.17
Cl -2.817 1.082 4.150 0.01
H -5.221 1.145 4.439 0.45
H -4.834 1.281 2.810 -0.08


173
Properties=species:S:1:pos:R:3:mulliken_charge:R:1 method="wB97M-V/def2-TZVPD" homo_ha=-0.275 spin_multiplicity=1 e_lumo_ev=0.171 mol_weight_g_mol=1222.27 smiles="CC(=O)OCCCN(COO)[C@](CCO)(CC(=O)Br)[C@](CCCO)(O[C@](CCN)(CCSc1nnco1)S(=O)(=O)F)P(O)O.CCO.CCO.CCO.CCO.CCO.CCO.CCO.CCO.CCO.CCO" charge=0
C 5.821 -1.269 1.255 -0.68
C 6.083 0.220 1.401 0.89
O 6.363 0.876 0.414 -0.60
O 6.057 0.859 2.596 -0.29
C 5.290 0.223 3.632 -1.15
C 3.810 0.120 3.293 0.44
C 3.003 1.354 3.776 -1.70
N 1.744 1.498 3.068 1.30
C 0.694 1.057 3.946 -1.81
O -0.590 1.003 3.357 0.20
O -1.518 0.837 4.407 -0.53
C 1.524 2.552 2.118 1.80
C 2.671 3.549 1.800 -0.69
C 4.114 3.109 1.618 -0.26
O 4.929 3.836 2.563 -0.69
C 0.433 3.550 2.678 -1.85
C 0.552 4.112 4.091 -0.07
O -0.457 4.484 4.635 -0.54
Br 2.184 4.369 5.125 -0.12
C 0.953 1.932 0.725 1.53
C -0.166 2.726 0.043 -1.17
C -0.037 4.149 -0.492 -1.15
C 1.051 4.530 -1.467 -1.24
O 0.694 4.157 -2.812 -0.64
O 0.675 0.523 1.035 -0.01
C -0.306 -0.287 0.503 1.32
C -0.170 -0.685 -1.000 -1.40
C 1.109 -1.436 -1.407 -0.85
N 0.833 -2.803 -1.910 -0.16
C -1.790 0.093 0.704 -1.51
C -2.847 -0.992 0.890 -0.97
S -3.734 -1.406 -0.681 -0.32
C -4.167 -3.072 -0.359 0.65
N -5.284 -3.582 -0.018 -0.57
N -5.024 -4.929 0.138 -0.27
C -3.804 -5.139 -0.115 -0.25
O -3.188 -3.971 -0.451 -0.03
S 0.033 -1.904 1.418 0.85
O -0.518 -1.835 2.728 -0.67
O -0.448 -3.023 0.684 -0.24
F 1.595 -1.961 1.642 -0.12
P 2.389 1.749 -0.549 -0.92
O 3.356 0.525 -0.003 0.03
O 1.856 1.599 -2.100 -0.63
H 6.487 -1.611 0.471 0.40
H 4.810 -1.384 0.869 -0.04
H 5.976 -1.829 2.169 0.32
H 5.383 0.842 4.523 0.51
H 5.724 -0.738 3.900 0.25
H 3.609 -0.114 2.251 -0.41
H 3.431 -0.731 3.867 0.71
H 2.826 1.144 4.833 0.73
H 3.643 2.234 3.810 0.31
H 0.943 0.039 4.273 0.86
H 0.602 1.624 4.891 0.37
H -2.234 1.442 4.178 0.29
H 2.368 4.046 0.881 -0.80
H 2.706 4.386 2.494 1.24
H 4.317 2.055 1.764 -0.78
H 4.471 3.371 0.622 0.74
H 5.834 3.631 2.308 0.45
H -0.573 3.156 2.605 0.06
H 0.448 4.444 2.055 1.24
H -0.533 2.115 -0.787 0.86
H -1.033 2.702 0.707 0.18
H -0.946 4.301 -1.084 0.51
H -0.122 4.968 0.219 0.29
H 1.080 5.623 -1.477 0.48
H 2.065 4.223 -1.212 0.48
H 1.484 4.322 -3.333 0.39
H -0.389 0.154 -1.658 0.67
H -0.984 -1.394 -1.159 0.75
H 1.896 -1.463 -0.655 -0.19
H 1.540 -0.912 -2.259 0.54
H 1.305 -3.477 -1.327 0.10
H 1.161 -2.875 -2.861 0.23
H -2.061 0.622 -0.214 0.58
H -1.924 0.847 1.471 0.24
H -2.559 -1.927 1.358 0.43
H -3.631 -0.583 1.522 0.69
H -3.245 -6.049 -0.064 0.60
H 4.240 0.682 -0.359 0.28
H 0.930 1.802 -2.301 0.46
C -0.854 -5.430 -4.603 -0.97
C -0.286 -4.140 -5.158 -0.23
O 1.122 -4.271 -5.389 -0.54
H -0.356 -5.696 -3.672 0.03
H -1.925 -5.338 -4.415 0.38
H -0.692 -6.255 -5.299 0.37
H -0.432 -3.326 -4.449 0.23
H -0.776 -3.869 -6.100 0.37
H 1.245 -4.986 -6.021 0.30
C -3.728 6.912 -2.345 -1.19
C -3.047 7.110 -1.006 -0.04
O -1.644 7.330 -1.168 -0.45
H -3.290 6.061 -2.872 0.33
H -4.795 6.737 -2.217 0.25
H -3.595 7.787 -2.976 0.31
H -3.165 6.224 -0.380 0.19
H -3.478 7.966 -0.477 0.37
H -1.534 8.117 -1.709 0.24
C 2.698 -3.209 -9.250 -0.92
C 2.276 -1.823 -8.798 -0.21
O 0.977 -1.844 -8.215 -0.51
H 1.985 -3.606 -9.973 0.26
H 3.689 -3.189 -9.707 0.33
H 2.720 -3.899 -8.403 0.24
H 2.236 -1.141 -9.646 0.29
H 2.989 -1.425 -8.068 0.25
H 1.011 -2.439 -7.457 0.27
C 2.116 -9.220 -3.183 -1.28
C 0.952 -8.361 -2.727 0.22
O -0.111 -8.380 -3.681 -0.49
H 2.492 -8.872 -4.146 0.33
H 2.930 -9.193 -2.457 0.34
H 1.802 -10.259 -3.314 0.33
H 1.264 -7.324 -2.616 0.24
H 0.571 -8.711 -1.762 0.06
H -0.402 -9.292 -3.776 0.28
C 0.011 -7.490 1.146 -0.35
C 1.494 -7.627 1.430 -0.51
O 2.245 -6.635 0.732 -0.48
H -0.180 -7.579 0.076 -0.03
H -0.562 -8.255 1.670 0.20
H -0.355 -6.507 1.455 0.28
H 1.862 -8.598 1.102 0.34
H 1.690 -7.530 2.504 0.29
H 1.932 -5.773 1.025 0.27
C -3.983 -9.468 2.761 -1.23
C -3.472 -8.042 2.658 0.10
O -3.626 -7.551 1.324 -0.43
H -3.443 -10.117 2.070 0.28
H -3.860 -9.855 3.774 0.36
H -5.041 -9.522 2.494 0.38
H -2.418 -7.996 2.904 0.00
H -4.013 -7.384 3.344 0.23
H -4.566 -7.587 1.112 0.27
C -2.154 -4.939 6.384 -1.04
C -2.122 -6.411 6.020 -0.26
O -1.694 -6.600 4.673 -0.36
H -2.823 -4.397 5.714 0.25
H -2.493 -4.795 7.411 0.37
H -1.163 -4.493 6.279 0.31
H -3.116 -6.849 6.105 0.29
H -1.447 -6.958 6.689 0.26
H -0.812 -6.226 4.592 0.21
C -7.698 8.701 -3.789 -1.05
C -6.981 8.900 -2.466 -0.25
O -5.587 9.126 -2.663 -0.43
H -7.269 7.857 -4.331 0.27
H -8.762 8.515 -3.635 0.34
H -7.587 9.583 -4.424 0.32
H -7.076 8.011 -1.843 0.28
H -7.407 9.748 -1.922 0.29
H -5.495 9.918 -3.203 0.25
C 5.495 7.142 -1.090 -1.11
C 4.001 7.195 -1.349 -0.16
O 3.265 6.783 -0.201 -0.36
H 5.797 6.132 -0.811 0.24
H 6.058 7.446 -1.974 0.36
H 5.767 7.800 -0.261 0.34
H 3.731 6.522 -2.162 0.22
H 3.694 8.210 -1.625 0.31
H 3.489 7.378 0.521 0.22
C -2.407 7.475 2.849 -0.70
C -3.568 8.296 3.378 -0.46
O -4.659 8.302 2.458 -0.50
H -2.067 7.870 1.890 0.19
H -1.570 7.482 3.550 0.38
H -2.712 6.439 2.681 0.23
H -3.269 9.332 3.526 0.30
H -3.915 7.898 4.338 0.28
H -4.938 7.390 2.332 0.29